The following is a DFT calculation (wB97M-V/def2-TZVPD) of C39H111N5O14 as an isolated structure at a distorted geometry.

The HOMO-LUMO gap is 8.19 eV. The total energy comes out at -2877.85092 hartree.

The geometry in XYZ format:
```
169
Properties=species:S:1:pos:R:3:forces:R:3
C 2.8596 -3.0818 -3.1260 1.17 0.87 -1.39
C 2.0001 -2.8870 -1.9098 -1.27 -1.94 -1.19
C 0.5298 -2.5657 -2.2562 -0.85 -1.98 -0.20
O 2.1083 -4.0910 -1.2165 -7.08 -0.78 -5.82
H 2.6197 -3.9274 -3.7706 -0.52 -0.38 0.62
H 3.9088 -3.2103 -2.8600 0.09 -0.09 0.26
H 2.8760 -2.2831 -3.8676 -0.15 0.69 0.08
H 2.2611 -2.0848 -1.2196 0.37 -0.38 -1.51
H -0.0740 -3.4182 -2.5675 0.47 -0.58 -0.01
H 0.3929 -1.8139 -3.0335 -0.52 -0.82 -0.03
H 0.0606 -2.2100 -1.3389 0.99 -0.79 -0.97
H 2.8040 -3.9728 -0.5657 -2.14 -1.60 -2.46
C 0.1229 0.8821 1.1000 -0.66 -1.57 -0.95
C 0.1153 -0.5143 0.4019 -0.86 2.08 0.43
C -0.9408 -0.5197 -0.7143 0.88 0.08 0.29
O 1.4309 -0.8475 -0.0789 -2.35 1.04 0.56
H 0.6524 0.8663 2.0526 -1.86 -0.54 -2.00
H -0.8790 1.2599 1.3039 0.57 -0.87 -0.93
H 0.6061 1.6048 0.4426 -0.12 -0.34 0.39
H -0.1707 -1.2608 1.1429 0.25 1.39 -1.13
H -0.7022 0.1312 -1.5554 -0.69 -0.45 1.31
H -1.9117 -0.2232 -0.3175 1.51 -0.85 0.54
H -1.0519 -1.4914 -1.1954 0.15 1.57 0.84
H 1.8688 -1.2731 0.6619 -0.66 1.58 0.91
C -3.6806 0.8206 -0.8391 -1.66 0.84 1.09
C -4.3988 0.4111 0.4955 -2.45 -1.34 -2.62
C -5.8735 0.0409 0.2665 0.12 0.84 -1.49
O -3.8044 -0.7389 0.9846 -0.25 5.30 3.69
H -3.8620 1.8720 -1.0623 -0.17 -0.07 -0.10
H -3.9817 0.2250 -1.7009 -1.11 0.95 0.87
H -2.6020 0.6634 -0.8401 -1.60 1.13 0.17
H -4.3598 1.1760 1.2710 -1.87 -1.24 -3.12
H -6.2958 -0.6073 1.0343 -0.09 0.64 0.35
H -6.0404 -0.4897 -0.6709 0.37 -0.43 -0.17
H -6.3636 0.9862 0.0336 -0.79 0.02 0.69
H -3.8234 -1.4297 0.3181 -0.49 0.67 1.43
C -2.2824 0.6283 4.0074 -0.73 -0.21 -0.10
C -1.9821 1.7920 3.1292 -2.02 1.47 0.32
C -2.8460 1.8144 1.8974 0.44 -0.11 1.09
O -2.2645 2.9315 3.9449 -1.29 -4.85 4.68
H -1.5934 0.7034 4.8487 -0.63 0.07 0.35
H -2.0842 -0.2778 3.4348 -1.14 0.14 0.59
H -3.2930 0.6647 4.4141 -0.10 0.10 -0.27
H -0.9525 1.7646 2.7722 -1.57 -0.57 0.86
H -3.8313 1.4076 2.1247 1.93 1.12 2.53
H -2.4303 1.1191 1.1680 -0.47 0.18 0.15
H -3.0058 2.7762 1.4100 0.20 -0.08 0.17
H -1.9518 3.6962 3.4559 -0.31 -0.48 1.72
C 1.0652 0.2776 -4.9854 -0.18 0.41 0.94
C 0.4017 1.4741 -4.2018 -0.31 -2.05 -1.73
C -0.7216 2.1236 -4.9852 0.14 1.09 -0.98
O -0.1257 0.9730 -2.9642 2.45 3.44 -9.37
H 0.3153 -0.4415 -5.3151 -0.11 0.31 -0.51
H 1.6646 -0.2905 -4.2740 -0.08 0.03 -0.60
H 1.7594 0.6287 -5.7488 -0.39 -0.04 -0.34
H 1.1567 2.2436 -4.0407 0.00 -0.11 -0.19
H -1.4751 1.4794 -5.4385 0.10 -0.21 0.42
H -0.2924 2.6887 -5.8126 0.38 -0.16 -0.27
H -1.1986 2.9156 -4.4080 -0.31 -0.39 0.04
H 0.5954 0.5490 -2.4932 -0.23 -0.91 -0.13
C 0.6449 -3.1986 1.1157 0.04 -2.35 -0.28
C 1.9607 -2.6801 1.6923 -1.60 -1.91 0.18
C 3.1093 -2.6394 0.7164 2.98 -0.32 1.40
O 3.5386 -3.8875 0.1139 8.41 2.93 8.42
C 3.8362 -4.8848 1.0651 -1.08 -0.96 -0.36
N 1.6517 -1.3498 2.0940 5.31 0.41 -0.01
H 0.7318 -4.1610 0.6112 0.33 0.04 -0.07
H 0.1555 -2.5288 0.4087 0.99 -1.23 0.27
H -0.0932 -3.3780 1.8974 1.01 -0.06 -0.20
H 2.1843 -3.2577 2.5893 0.36 -0.50 -0.15
H 3.9986 -2.3595 1.2810 0.14 0.37 0.36
H 3.0213 -1.8718 -0.0524 0.76 -1.06 0.41
H 4.5385 -4.5609 1.8333 0.17 -0.07 -0.25
H 4.1181 -5.7472 0.4610 0.65 0.08 0.30
H 2.8832 -5.1825 1.5022 0.06 -0.03 0.52
H 0.8448 -1.3345 2.7013 3.11 -1.56 -4.24
H 2.3839 -1.0255 2.7095 0.56 -0.06 0.06
C -1.8989 -2.2175 1.4091 -0.20 -1.35 0.18
C -2.8528 -3.2188 2.0737 0.00 1.10 -0.19
C -2.2720 -4.5995 2.3697 0.24 0.18 0.10
O -2.1660 -5.4159 1.2023 -0.57 0.96 0.06
C -1.7063 -6.7230 1.4313 0.47 0.00 0.58
N -3.2373 -2.5242 3.2932 -0.30 -0.81 1.14
H -1.6726 -2.5934 0.4113 0.80 -0.26 0.90
H -1.0325 -2.0526 2.0496 -1.22 -0.87 -0.33
H -2.3318 -1.2371 1.2105 0.28 -0.86 0.90
H -3.7607 -3.3038 1.4766 0.30 -0.69 0.57
H -2.8559 -5.0448 3.1752 -0.46 -0.49 -0.14
H -1.2908 -4.4619 2.8241 0.38 -0.13 0.01
H -2.4566 -7.3636 1.8947 -0.31 -0.03 -0.11
H -0.8687 -6.6970 2.1284 0.30 -0.03 0.10
H -1.3419 -7.1690 0.5059 -0.26 0.21 -0.08
H -3.8206 -1.7509 3.0070 0.29 0.62 -0.25
H -3.9142 -3.0991 3.7743 -0.05 -0.37 0.54
C 1.7767 2.1231 -1.8297 2.27 -0.73 0.13
C 2.3359 0.7659 -2.3236 -0.07 0.42 1.05
C 3.5238 0.2465 -1.5426 0.44 0.58 -0.77
O 4.5843 1.1974 -1.6319 -0.33 0.03 0.15
C 5.7626 0.8377 -0.9285 0.45 -1.34 -1.60
N 1.2363 -0.2266 -2.2231 9.83 -3.96 1.58
H 1.0672 2.5478 -2.5398 0.68 -0.13 1.40
H 2.6203 2.8122 -1.7894 0.21 -0.54 0.12
H 1.3933 2.0106 -0.8156 0.05 0.35 -0.52
H 2.5534 0.8936 -3.3840 0.67 -0.07 0.35
H 3.7859 -0.7197 -1.9736 0.48 -0.20 -0.14
H 3.2337 0.1059 -0.5014 0.03 -0.48 -1.15
H 6.3053 0.1254 -1.5500 0.42 -0.04 -0.10
H 5.5204 0.3795 0.0305 1.20 -0.70 -1.50
H 6.3667 1.7297 -0.7628 -0.05 0.01 -0.06
H 1.0358 -0.3694 -1.2436 0.86 0.36 -1.16
H 1.5897 -1.1396 -2.4715 0.17 1.47 -0.50
C 1.5354 4.9115 -2.3790 0.17 0.72 0.54
C 0.1584 4.9389 -2.9896 0.10 0.68 0.14
C -0.9465 4.8056 -1.9455 0.24 -1.48 0.68
O -0.6793 3.7557 -0.9880 -0.23 1.45 -0.54
C -1.0757 2.4705 -1.4193 0.24 1.86 1.90
N 0.0417 6.1878 -3.7604 -0.01 -0.06 -0.19
H 2.2744 4.9023 -3.1802 0.15 -0.20 0.06
H 1.6618 4.0696 -1.6984 -0.20 1.30 -0.33
H 1.7065 5.8278 -1.8141 -0.01 0.23 0.10
H 0.1165 4.0887 -3.6704 -0.27 0.27 -0.14
H -1.8661 4.5753 -2.4835 -0.41 0.15 0.12
H -1.0737 5.6850 -1.3142 0.10 0.41 -0.35
H -0.6585 2.2371 -2.3988 -0.37 3.34 2.65
H -2.1306 2.2156 -1.3174 0.61 1.74 0.12
H -0.5790 1.7860 -0.7317 -0.21 0.40 -0.49
H 0.0622 6.9798 -3.1341 0.26 0.09 0.26
H -0.8192 6.3136 -4.2734 -0.23 -0.49 -0.12
C 4.1670 1.0311 1.1267 -1.70 2.69 2.19
C 3.6845 1.7866 2.4409 -0.33 -1.83 -0.76
C 2.1430 1.6324 2.6372 3.18 2.01 -0.65
O 1.7810 2.4923 3.6815 1.69 0.29 -0.53
C 0.4223 2.5896 3.8432 -0.53 0.01 2.14
N 4.3642 1.2157 3.6121 -0.38 -0.06 0.01
H 3.4659 1.2134 0.3123 -0.08 0.70 1.12
H 4.2031 -0.0544 1.2185 0.30 0.06 0.51
H 5.0703 1.4556 0.6886 -0.84 0.45 2.13
H 3.9587 2.8403 2.3887 -0.28 0.05 -0.21
H 1.8136 0.6184 2.8636 1.94 0.77 0.10
H 1.6579 1.8267 1.6806 1.30 1.32 0.82
H 0.2635 3.3125 4.6433 -0.17 -0.02 0.00
H 0.0178 1.6283 4.1600 0.27 0.37 0.51
H -0.1149 2.9068 2.9494 1.82 -0.87 2.70
H 3.9403 0.3001 3.6574 0.51 -0.92 -0.02
H 3.8541 1.6086 4.3903 0.30 0.71 0.63
C -3.1542 -2.0783 -1.2813 1.03 -1.54 -2.73
O -3.9878 -2.4271 -0.2271 -1.73 -4.81 -4.37
H -2.1265 -2.3277 -1.0173 -1.15 -0.55 -0.55
H -3.4043 -2.6539 -2.1725 -0.18 -0.06 -0.22
H -3.1520 -1.0335 -1.5919 -0.49 -1.38 1.22
H -3.8199 -3.3568 -0.0563 -0.17 -0.17 0.01
C -2.4647 -0.0230 -3.2650 0.47 1.08 -1.81
O -2.0586 1.2743 -2.8812 -11.88 -2.44 -1.28
H -2.5243 -0.0778 -4.3520 0.30 -0.34 -0.46
H -1.7461 -0.7559 -2.8982 -0.10 -0.29 -0.42
H -3.4732 -0.3188 -2.9760 0.31 0.47 -0.39
H -1.1093 1.3316 -3.0120 -1.43 -0.62 -0.78
C 0.0022 -0.6434 3.5079 -2.94 3.69 2.52
O 0.3509 -1.9605 3.6761 -1.98 -3.46 5.16
H -0.5514 -0.5419 2.5745 -0.40 0.16 0.82
H -0.6131 -0.2443 4.3142 1.40 -0.84 -0.27
H 0.8543 -0.0027 3.2807 -1.11 -0.91 2.14
H -0.4478 -2.4164 3.9517 -0.49 -0.29 0.33
C -0.5444 3.8685 1.7509 1.24 3.21 -2.64
O -1.7227 4.1695 2.4484 1.17 5.01 -5.33
H -0.5883 4.4335 0.8198 0.06 -0.62 -0.02
H 0.3160 4.2627 2.2917 0.16 0.20 -0.26
H -0.3819 2.8045 1.5786 -0.80 1.24 -0.84
H -1.8222 5.1229 2.5014 0.06 0.33 -0.36
```
Positions in Å, forces in eV/Å.

The following is a DFT calculation (wB97M-V/def2-TZVPD) of a 2-piece molecular cluster, C6H8O2 overall at a distorted geometry.

The HOMO-LUMO gap is 9.69 eV. As for the energy above the lowest of the compared OMol25 structures with the same formula, charge and spin: 7.417 eV. The total energy comes out at -383.63754 hartree.

The geometry in XYZ format:
```
16
Properties=species:S:1:pos:R:3:forces:R:3
C 1.3359 -0.1709 0.5072 -2.13 -2.75 -1.39
C 0.6497 -1.3902 -0.3461 0.09 -3.55 0.78
C -0.6851 -1.5273 -0.1144 1.51 -3.42 1.49
C -1.0475 -0.3065 0.5415 -3.62 1.54 -0.63
C 0.0399 0.6599 0.5828 -1.41 3.02 -2.77
C -0.3747 1.8646 -0.0783 4.02 -0.57 -0.04
H 1.8302 1.5633 -0.2007 2.42 -5.02 -1.59
H 1.8877 -0.5713 1.4159 -1.16 0.57 -0.56
H 1.2444 -2.2752 -0.8806 -0.86 2.39 1.27
H -1.4694 -2.4987 -0.0484 2.46 2.96 -1.07
H -1.6160 -0.2730 1.4051 -0.81 -0.90 2.42
H -1.5604 0.1868 -1.2302 -1.59 0.22 1.82
H -1.3079 2.2293 -0.6278 1.06 -1.14 1.91
H 0.4315 2.5997 -0.4772 -0.64 -1.05 1.10
O 2.1887 0.3064 -0.4065 0.85 8.19 0.02
O -2.0574 0.2263 -0.3326 -0.17 -0.49 -2.75
```
Positions in Å, forces in eV/Å.

The following is a DFT calculation (wB97M-V/def2-TZVPD) of C20H19F4IrN5S2 as an isolated structure at a distorted geometry.

The HOMO-LUMO gap (alpha / beta) is 5.30 / 5.85 eV. As for the energy above the lowest of the compared OMol25 structures with the same formula, charge and spin: 2.136 eV. Its total charge is +1. The total energy comes out at -2347.23297 hartree.

The geometry in XYZ format:
```
51
Properties=species:S:1:pos:R:3:forces:R:3
Ir -0.9736 -0.3079 -0.0629 0.03 0.11 1.43
C -0.5513 -1.6156 2.8747 -0.25 -0.58 -0.02
N -0.3346 -0.3152 2.2435 -0.67 -0.03 -1.92
C -1.0706 0.7137 2.9746 -0.46 0.49 0.14
C 1.1011 0.0073 2.2051 0.77 0.00 -0.65
C 1.8421 -0.8027 1.1365 -0.32 -0.20 0.43
N 1.1934 -0.5959 -0.1335 -2.29 0.89 0.83
C 1.8015 -0.8777 -1.2912 0.40 -0.34 -1.65
C 1.1961 -0.4301 -2.4965 0.53 -0.45 0.28
F 0.0073 0.2219 -2.3837 -0.36 0.10 -0.14
C 1.7398 -0.6519 -3.7445 0.20 -0.19 0.19
F 1.1203 -0.1834 -4.8278 -0.08 0.03 0.07
C 2.9158 -1.3771 -3.8867 -0.13 0.04 0.33
C 3.5179 -1.8657 -2.7379 -0.24 0.30 -0.28
F 4.6191 -2.6097 -2.8496 0.00 0.04 0.14
C 2.9986 -1.6208 -1.4775 -0.52 0.15 0.06
F 3.6142 -2.1693 -0.4111 0.06 -0.02 -0.01
H -0.2782 -1.5826 3.9345 0.04 0.14 -0.07
H 0.0513 -2.3762 2.3878 0.00 -0.02 -0.06
H -1.5984 -1.8983 2.7959 -0.04 0.06 -0.02
H -0.7312 0.7789 4.0146 0.10 -0.14 -0.10
H -2.1326 0.4747 2.9709 0.00 -0.02 -0.04
H -0.9257 1.6838 2.5035 0.02 -0.04 -0.04
H 1.5527 -0.1711 3.1881 -0.16 0.03 0.00
H 1.2014 1.0668 1.9603 -0.09 -0.04 0.05
H 1.8486 -1.8691 1.3996 0.13 0.09 0.18
H 2.8880 -0.4763 1.1052 -0.17 -0.01 0.05
H 3.3347 -1.5749 -4.8582 0.04 -0.01 -0.11
S -3.5523 0.3264 -0.1370 1.41 -1.11 0.09
C -2.8000 1.8429 -0.1720 -0.04 0.73 0.07
N -1.4823 1.8874 -0.1192 -0.34 -2.40 0.21
C -1.0003 3.1551 -0.1213 0.61 1.67 0.06
C 0.3431 3.5286 -0.0564 -0.34 -0.27 -0.02
C 0.6563 4.8672 -0.0407 -0.09 0.23 0.00
C -0.3416 5.8439 -0.0919 0.04 -0.09 0.00
C -1.6764 5.4983 -0.1644 -0.01 -0.11 0.00
C -2.0067 4.1506 -0.1730 0.50 -0.52 0.03
S -3.5832 3.4074 -0.2240 0.53 -0.62 -0.02
H 1.1011 2.7610 -0.0298 0.14 -0.09 -0.02
H 1.6870 5.1746 0.0077 0.18 0.03 0.01
H -0.0640 6.8839 -0.0733 0.03 0.16 -0.02
H -2.4463 6.2516 -0.2130 -0.07 0.11 0.01
N -1.1252 -4.6653 -0.8279 0.20 0.14 -0.08
C -2.4082 -4.5126 -0.3994 -0.47 0.41 0.21
C -2.5631 -3.1820 -0.1450 -0.53 -0.26 0.18
N -1.3927 -2.5334 -0.4113 1.14 1.43 0.39
C -0.5469 -3.4554 -0.8244 0.61 0.03 -0.12
H -0.6961 -5.5357 -1.1046 0.05 0.16 -0.02
H -3.0911 -5.3302 -0.3055 -0.14 -0.15 -0.01
H -3.4270 -2.6556 0.2062 -0.18 0.04 0.06
H 0.4703 -3.2826 -1.1150 0.22 0.07 -0.07
```
Positions in Å, forces in eV/Å.

The following is a DFT calculation (wB97M-V/def2-TZVPD) of C25H43N4OP3V as an isolated structure at a distorted geometry.

The HOMO-LUMO gap (alpha / beta) is 5.58 / 7.18 eV. As for the energy above the lowest of the compared OMol25 structures with the same formula, charge and spin: 0.797 eV. Its total charge is +1. The spin multiplicity is 3. The total energy comes out at -3240.50536 hartree.

The geometry in XYZ format:
```
77
Properties=species:S:1:pos:R:3:forces:R:3
C -1.2522 3.4470 -3.5998 0.05 0.28 -0.03
C -1.0113 2.1501 -3.1551 0.25 -0.37 0.15
C 0.3049 1.6402 -3.0820 0.46 0.92 -0.09
C 1.3575 2.4603 -3.6401 -0.53 0.34 0.49
C 1.0894 3.7680 -4.1171 -0.34 0.20 0.28
C -0.2083 4.2688 -4.0562 0.42 -0.30 -0.02
C 2.6718 1.9661 -3.6084 0.03 -0.53 -0.70
C 2.8201 0.5704 -3.5270 1.04 -0.93 0.33
C 1.7203 -0.2154 -3.0377 0.86 -0.40 0.15
C 1.8113 -1.6340 -3.0976 0.35 0.46 -0.15
C 3.0436 -2.2424 -3.3931 -0.60 0.11 0.09
C 4.1514 -1.4714 -3.7563 1.04 0.32 -0.04
C 4.0657 -0.0791 -3.8509 -1.14 -0.48 0.36
H -2.2730 3.8480 -3.5597 0.40 -0.24 -0.12
H 1.9471 4.3797 -4.4700 -0.81 -0.46 0.21
H -0.4132 5.2905 -4.3587 -0.02 -0.14 -0.03
H 3.5216 2.5897 -3.8529 -0.05 0.05 -0.10
H 3.1191 -3.3350 -3.3052 0.01 0.49 -0.26
H 5.1232 -1.9798 -3.9472 -0.87 0.47 0.09
H 4.9099 0.5499 -4.1460 -0.25 -0.36 0.04
N 0.6304 0.4281 -2.4280 -0.69 -0.12 0.00
V 0.1134 -0.0572 -0.2197 2.27 1.46 -0.59
C -2.1274 1.2801 -2.6438 0.74 0.00 0.32
H -2.1611 0.3109 -3.1560 0.06 0.11 -0.02
H -3.1052 1.7615 -2.7408 0.14 -0.02 0.15
C 0.5841 -2.4511 -2.7811 0.11 0.53 0.54
H -0.3100 -2.1174 -3.3305 0.36 0.01 0.00
H 0.7323 -3.5232 -2.9501 0.02 0.18 0.01
P -1.7673 0.9105 -0.8709 -2.75 1.34 -0.99
P 0.2116 -2.1627 -1.0071 0.22 -2.05 -0.92
C 1.4297 -3.2683 -0.1976 -0.12 0.01 0.09
H 1.2040 -3.3012 0.8768 0.09 -0.14 -0.23
H 1.3384 -4.2710 -0.6308 0.15 0.12 0.19
H 2.4509 -2.8893 -0.3384 -0.24 -0.13 -0.02
C -1.3398 -3.0325 -0.8082 -0.38 -0.40 0.51
H -1.1442 -4.1086 -0.8904 -0.33 0.14 -0.03
H -1.7261 -2.7727 0.1868 -0.11 -0.33 -0.37
H -2.0422 -2.6997 -1.5820 0.14 -0.17 0.17
C -1.9413 2.5766 -0.0860 -0.02 -0.22 -0.03
H -2.9062 3.0318 -0.3550 0.31 -0.06 0.13
H -1.8849 2.4341 1.0032 -0.10 0.15 -0.19
H -1.1178 3.2314 -0.4078 -0.27 -0.17 0.05
C -3.3237 0.0921 -0.4627 -0.31 0.03 0.38
H -3.3859 0.0248 0.6287 -0.26 -0.16 -0.37
H -4.1568 0.6801 -0.8783 0.16 -0.31 0.25
H -3.3055 -0.9165 -0.8989 -0.15 0.31 0.22
H 2.3934 2.3905 -1.3565 -0.21 -1.52 0.95
H 2.2772 1.6541 -1.0532 0.27 1.60 -0.29
C 0.9159 1.5953 2.5105 0.39 0.71 -0.10
N 0.5631 0.2672 1.9570 0.18 -0.13 1.43
C 1.8379 -0.5454 1.8176 -0.60 0.38 -0.27
P -0.7526 -0.5484 2.8043 -1.00 -0.55 -0.15
O -1.4496 -1.2517 1.6955 0.19 0.22 -0.39
N -0.2259 -1.6490 3.9155 1.19 0.10 -0.06
C -0.9727 -2.8988 4.0806 -0.35 -0.11 -0.06
C 0.6629 -1.3139 5.0324 0.02 -0.07 0.40
N -1.7855 0.5076 3.5848 0.69 0.34 -1.00
C -3.2323 0.2626 3.4434 -0.22 -0.21 -0.18
C -1.4512 1.2250 4.8138 -0.47 -0.05 0.27
H 1.7502 2.0118 1.9242 -0.29 -0.17 0.15
H 1.2579 1.4996 3.5602 -0.17 0.19 -0.52
H 0.0881 2.3123 2.4254 0.12 -0.40 0.18
H 1.7092 -1.5194 2.3025 0.20 0.15 -0.43
H 2.0846 -0.6243 0.7213 0.03 -0.24 0.76
H 2.6510 0.0191 2.2861 -0.09 -0.30 -0.11
H -1.3284 -3.2555 3.1087 0.09 0.09 0.25
H -0.3063 -3.6495 4.5200 -0.10 0.14 -0.14
H -1.8406 -2.7769 4.7494 0.23 -0.03 -0.14
H 1.1486 -2.2466 5.3809 -0.12 0.53 -0.25
H 1.4556 -0.6101 4.7209 -0.36 -0.24 0.15
H 0.1167 -0.8910 5.9027 0.37 -0.20 -0.47
H -3.6142 -0.2503 4.3445 0.08 0.18 -0.31
H -3.7496 1.2295 3.3375 0.12 -0.34 0.01
H -3.4449 -0.3743 2.5643 0.19 0.42 0.61
H -1.3911 0.5449 5.6703 0.02 0.12 -0.03
H -0.5347 1.8085 4.7432 -0.05 -0.10 -0.05
H -2.2812 1.9156 5.0219 0.36 -0.07 -0.09
```
Positions in Å, forces in eV/Å.